{"formula": "C3H4S2", "method": "ωB97M-V with the def2-TZVPD basis set", "species": ["C", "C", "C", "S", "S", "H", "H", "H", "H"], "xyz": [[0.30658, 0.35515, -0.14304], [-1.89339, 1.32501, 1.00465], [-0.82637, 1.07282, 0.48794], [0.58620, -1.33818, 0.67234], [2.10002, -2.29680, -0.35354], [0.16913, 0.02712, -1.28932], [1.17309, 0.96925, 0.08122], [-2.44619, 1.75095, 1.74114], [1.18598, -2.58309, -1.40414]], "forces_ev_per_a": [[-0.17, -0.98, -1.51], [2.69, -0.38, -1.14], [-0.51, -1.86, -0.78], [-0.38, 0.65, 0.64], [-1.89, 0.42, -1.41], [0.25, 1.50, 2.53], [0.41, -0.18, -0.67], [-1.89, 0.89, 1.37], [1.50, -0.05, 0.98]], "nbo_charge": [-0.590, -0.200, -0.024, 0.070, -0.124, 0.257, 0.247, 0.223, 0.142], "gap_ev": 9.6, "e_above_lowest_kcal_mol": 49.10, "energy_ha": -912.98224, "homo_ev": -9.158}

***

{"formula": "C23H33BBrIN5O3P", "method": "ωB97M-V with the def2-TZVPD basis set", "species": ["O", "P", "O", "O", "B", "Br", "C", "C", "C", "I", "H", "H", "H", "H", "H", "H", "H", "H", "N", "C", "C", "C", "C", "H", "H", "H", "H", "H", "N", "C", "C", "C", "C", "H", "H", "H", "H", "H", "N", "C", "C", "C", "C", "H", "H", "H", "H", "H", "N", "C", "C", "C", "C", "H", "H", "H", "H", "H", "N", "C", "C", "C", "C", "H", "H", "H", "H", "H"], "xyz": [[-0.19901, 3.22423, 3.84997], [0.64856, 2.30747, 3.04291], [0.10937, 2.11370, 1.54854], [0.69835, 0.84236, 3.67886], [2.45024, 2.96875, 2.82122], [2.44317, 4.79413, 2.30671], [3.77109, 2.18054, 3.00048], [4.15665, 2.00706, 4.49095], [4.49232, 3.34414, 5.14465], [5.92742, 3.14449, 6.70483], [-0.59829, 2.77251, 1.39740], [0.09597, 0.84847, 4.43038], [4.57860, 2.72832, 2.50221], [3.72452, 1.19511, 2.52707], [5.02264, 1.34444, 4.53260], [3.35829, 1.50326, 5.03899], [4.91226, 4.04999, 4.43195], [3.62398, 3.80564, 5.61046], [-4.16526, -1.48679, 2.93767], [-3.78295, -0.27831, 2.42642], [-2.43602, -0.14258, 2.63444], [-1.99032, -1.31897, 3.29858], [-3.08125, -2.12805, 3.47020], [-5.09970, -1.84993, 2.92129], [-4.49621, 0.37454, 1.95245], [-1.83350, 0.70107, 2.34151], [-0.98365, -1.54368, 3.60986], [-3.17605, -3.10100, 3.92021], [-1.54252, 0.29561, -0.97488], [-1.07855, -0.79073, -1.65870], [-2.06858, -1.20024, -2.51275], [-3.17337, -0.32290, -2.33600], [-2.81383, 0.58892, -1.37850], [-1.02650, 0.80000, -0.27486], [-0.08941, -1.17852, -1.48359], [-2.00787, -2.03350, -3.19315], [-4.11788, -0.35679, -2.85248], [-3.34919, 1.42034, -0.95469], [-0.95147, -4.65506, -3.89197], [-0.90893, -5.98509, -4.21113], [-0.12272, -6.12271, -5.32344], [0.32706, -4.82247, -5.68745], [-0.20153, -3.93972, -4.78371], [-1.45697, -4.26210, -3.11873], [-1.43749, -6.71549, -3.62344], [0.10403, -7.05020, -5.82191], [0.96371, -4.56418, -6.51733], [-0.10489, -2.87059, -4.69858], [-3.13807, 3.55347, 2.06539], [-2.04024, 4.29519, 1.71680], [-2.15427, 4.60584, 0.38403], [-3.37233, 4.03967, -0.08152], [-3.95659, 3.40221, 0.98216], [-3.31011, 3.18545, 2.98491], [-1.28471, 4.52499, 2.44858], [-1.44446, 5.17712, -0.19070], [-3.77316, 4.09472, -1.07976], [-4.88165, 2.85586, 1.05627], [3.74161, -3.07845, -4.59502], [2.82129, -2.72454, -3.65017], [2.99230, -1.39351, -3.37620], [4.06186, -0.92791, -4.19142], [4.50264, -1.99197, -4.93135], [3.83901, -3.99833, -4.98239], [2.12499, -3.44699, -3.26227], [2.41422, -0.81455, -2.67533], [4.45804, 0.07280, -4.23123], [5.28532, -2.06655, -5.66633]], "forces_ev_per_a": [[0.33, -0.45, -0.13], [-0.40, 0.76, 0.57], [0.08, -0.25, 0.11], [0.33, 0.03, -0.34], [-0.08, -0.28, -0.26], [0.03, 0.17, -0.02], [0.27, 0.23, -0.07], [0.14, -0.15, -0.06], [-0.23, 0.00, -0.04], [0.03, 0.00, 0.09], [-0.11, 0.14, -0.25], [-0.24, -0.22, 0.22], [0.01, -0.10, 0.05], [-0.20, -0.02, 0.10], [-0.03, 0.05, -0.02], [0.02, 0.02, 0.04], [0.09, -0.04, 0.04], [0.01, 0.02, -0.06], [0.01, -0.01, 0.01], [-0.02, 0.03, 0.01], [-0.01, 0.04, 0.04], [0.03, 0.04, 0.02], [-0.03, 0.00, 0.00], [-0.01, -0.01, -0.02], [0.03, -0.01, -0.03], [-0.03, -0.04, -0.04], [0.01, -0.02, -0.04], [0.01, 0.00, 0.00], [0.04, 0.06, 0.01], [0.02, -0.01, 0.03], [-0.01, -0.07, -0.02], [0.03, -0.03, 0.03], [-0.02, -0.02, -0.01], [0.01, -0.03, 0.04], [0.00, -0.01, 0.00], [-0.02, 0.05, -0.07], [0.00, 0.00, -0.01], [0.02, 0.01, 0.01], [0.00, -0.01, 0.03], [0.00, 0.03, 0.01], [0.03, 0.01, -0.01], [0.02, -0.04, 0.01], [-0.06, 0.02, 0.00], [0.00, 0.00, 0.02], [0.00, -0.01, -0.01], [0.00, 0.00, -0.01], [-0.01, 0.01, -0.01], [0.01, 0.01, -0.02], [-0.02, 0.03, 0.00], [-0.04, 0.00, 0.00], [-0.02, -0.10, -0.06], [-0.01, 0.01, -0.02], [0.05, 0.00, 0.07], [0.05, -0.01, 0.00], [-0.06, 0.12, 0.02], [-0.01, 0.03, 0.00], [0.01, 0.01, -0.01], [-0.01, 0.01, -0.02], [0.03, 0.01, -0.01], [0.02, 0.01, 0.06], [0.03, 0.01, -0.02], [-0.02, 0.01, 0.01], [-0.02, -0.02, 0.00], [-0.02, -0.02, -0.01], [-0.01, 0.00, 0.00], [0.00, 0.01, 0.00], [0.00, 0.01, 0.00], [0.01, 0.01, 0.00]], "nbo_charge": [-1.115, 2.098, -1.020, -0.986, 0.260, -0.029, -0.815, -0.409, -0.520, 0.079, 0.531, 0.523, 0.234, 0.264, 0.226, 0.216, 0.221, 0.226, -0.503, -0.090, -0.268, -0.328, -0.073, 0.412, 0.208, 0.206, 0.223, 0.211, -0.505, -0.063, -0.320, -0.311, -0.074, 0.422, 0.208, 0.203, 0.219, 0.216, -0.510, -0.079, -0.311, -0.307, -0.081, 0.415, 0.210, 0.220, 0.219, 0.224, -0.504, -0.142, -0.295, -0.316, -0.073, 0.426, 0.259, 0.227, 0.229, 0.212, -0.505, -0.077, -0.304, -0.310, -0.079, 0.413, 0.218, 0.215, 0.219, 0.209], "gap_ev": 7.4, "e_above_lowest_kcal_mol": 0.60, "energy_ha": -4633.72559, "homo_ev": -8.069}

***

{"formula": "C5H6O", "method": "ωB97M-V with the def2-TZVPD basis set", "species": ["C", "C", "C", "C", "C", "O", "H", "H", "H", "H", "H", "H"], "xyz": [[0.85578, -1.10355, -0.09149], [-1.77735, 0.16904, 0.08488], [1.74563, 0.05727, 0.09612], [-0.32857, 0.30558, -0.03735], [0.67247, 1.13456, -0.16770], [2.83006, 0.23001, 0.59011], [0.71776, -1.47192, -1.10150], [0.92376, -1.89330, 0.65212], [0.82303, 2.17711, -0.38538], [-2.25895, 1.14705, 0.02500], [-2.17392, -0.46523, -0.70871], [-2.02971, -0.28663, 1.04390]], "forces_ev_per_a": [[-2.60, 1.42, 0.25], [-0.39, 0.47, -0.02], [0.09, 2.76, -0.03], [1.37, -3.78, 0.18], [1.91, -0.23, -0.39], [-0.11, -0.77, -0.25], [0.34, -0.07, -0.08], [-0.20, -0.02, 0.06], [-0.30, 0.30, 0.26], [-0.09, -0.03, 0.03], [0.02, -0.04, 0.03], [-0.02, -0.01, -0.04]], "nbo_charge": [-0.505, -0.680, 0.554, 0.145, -0.347, -0.538, 0.226, 0.218, 0.223, 0.228, 0.235, 0.241], "gap_ev": 10.3, "e_above_lowest_kcal_mol": 47.15, "energy_ha": -269.27111, "homo_ev": -9.472}